1.
This record from OMol25 describes a molecular structure, C31H35GeN4O7ReS2Se2 at a distorted geometry. The level of theory is ωB97M-V/def2-TZVPD.

The geometry in XYZ format:
```
83
C31H35GeN4O7ReS2Se2 ωB97M-V/def2-TZVPD
Re 0.787 0.558 0.318
O 3.944 0.521 6.968
C 2.889 -0.024 6.695
O 2.049 -0.660 7.315
C 2.461 0.139 5.167
C 1.205 0.662 4.896
C 0.808 0.792 3.585
N 1.580 0.416 2.560
C 2.792 -0.055 2.818
C 3.275 -0.223 4.114
C 3.825 -0.330 1.654
O 4.254 -1.467 1.592
O 4.095 0.709 1.037
H 0.551 0.967 5.697
H -0.157 1.219 3.338
H 4.263 -0.629 4.260
O 2.698 0.127 -2.999
S 1.838 -0.465 -2.009
O 1.340 -1.778 -2.373
O 2.354 -0.404 -0.637
S 0.169 0.726 -1.917
C -6.343 -1.622 -0.180
C -5.091 -0.846 0.101
C -4.781 0.298 -0.617
C -3.634 1.031 -0.355
C -3.301 2.247 -1.151
C -2.781 0.617 0.668
Se -1.194 1.707 1.087
C -3.078 -0.527 1.413
C -2.197 -0.947 2.546
C -4.225 -1.247 1.109
H -6.829 -1.268 -1.086
H -7.032 -1.514 0.659
H -6.123 -2.682 -0.292
H -5.441 0.626 -1.408
H -4.035 2.436 -1.929
H -2.316 2.112 -1.596
H -3.245 3.099 -0.477
H -1.155 -0.967 2.231
H -2.473 -1.928 2.923
H -2.276 -0.221 3.353
H -4.457 -2.140 1.677
C 1.264 6.947 -1.121
Ge 0.884 5.031 -1.533
C -1.073 4.879 -1.786
C 1.787 4.616 -3.256
C 1.462 4.159 0.178
Se 2.358 2.417 0.388
C 3.381 2.439 -1.227
H 0.924 7.589 -1.929
H 2.325 7.128 -0.968
H 0.741 7.243 -0.217
H -1.441 5.748 -2.327
H -1.572 4.832 -0.823
H -1.323 3.988 -2.350
H 1.353 5.273 -4.008
H 1.620 3.590 -3.568
H 2.857 4.803 -3.222
H 0.576 4.081 0.813
H 2.149 4.856 0.668
H 2.762 2.175 -2.083
H 4.162 1.693 -1.105
H 3.810 3.434 -1.343
N -0.071 -8.814 -4.774
C -0.033 -7.883 -4.105
C 0.022 -6.776 -3.229
C 0.214 -7.021 -1.868
C 0.276 -5.967 -0.984
C 0.163 -4.656 -1.447
C -0.035 -4.408 -2.803
C -0.107 -5.464 -3.691
N 0.307 -3.606 -0.535
C 1.194 -3.615 0.515
C 1.137 -2.387 1.080
N 0.230 -1.614 0.401
C -0.233 -2.368 -0.570
H 0.311 -8.040 -1.519
H 0.406 -6.159 0.069
H -0.062 -3.387 -3.146
H -0.257 -5.275 -4.745
H 1.831 -4.444 0.740
H 1.702 -2.026 1.913
H -1.015 -2.076 -1.245
```

## Properties
**E_LUMO (spin up / spin down)**: -0.756 / 0.128 eV
**Relative energy (zero: lowest compared OMol25 entry of this formula, charge and spin)**: 78.9 kcal/mol
**Net charge**: -1
**E_tot**: -9702.5262 Eh
**Spin multiplicity**: 2
**Orbital gap (spin up / spin down)**: 0.1597 / 0.1921 Eh
**HOMO energy (spin up / spin down)**: -5.10 / -5.10 eV

=====

2.
This record from OMol25 describes a molecular structure, C26H43BaCl3N3O3Si at a distorted geometry. The level of theory is ωB97M-V/def2-TZVPD.

The geometry in XYZ format:
```
80
C26H43BaCl3N3O3Si ωB97M-V/def2-TZVPD
C 3.615 1.725 1.414
C 2.586 2.044 2.454
H 4.268 2.585 1.247
H 3.148 1.413 0.463
H 4.220 0.878 1.777
C 2.498 3.116 3.253
C 3.487 4.212 3.314
H 1.652 3.187 3.945
H 4.287 4.125 2.571
H 3.946 4.240 4.310
H 2.989 5.179 3.178
Ba -0.184 -0.142 0.088
Cl 1.080 -2.365 1.135
Cl 2.073 0.279 -1.764
H -2.978 -3.382 -3.334
H -0.757 -4.715 -3.686
C -2.393 -2.476 -3.484
C -0.249 -3.767 -3.827
N -0.996 -2.778 -3.148
H -2.790 -1.663 -2.859
C -0.479 -2.071 -2.172
O -1.337 -1.264 -1.705
H 0.750 -3.781 -3.386
H 0.609 -2.229 -1.870
H -2.426 -2.193 -4.533
H -0.216 -3.484 -4.874
H 1.813 3.605 -0.012
H 0.310 4.655 1.744
C 0.996 3.651 -0.746
C -0.442 4.766 0.954
N -0.273 3.715 -0.020
H 1.030 2.760 -1.389
C -1.219 2.778 -0.146
O -1.202 1.916 -1.052
H -1.450 4.684 1.381
H -2.066 2.836 0.584
H 1.099 4.570 -1.341
H -0.326 5.735 0.456
O 0.772 1.641 1.580
C 1.496 1.011 2.556
C -0.630 1.750 3.739
C 0.551 0.987 3.732
H -0.926 2.314 2.844
C -1.383 1.782 4.908
H 1.906 -0.016 2.355
C 0.960 0.235 4.822
H -2.287 2.385 4.939
C -0.969 1.045 6.027
C 0.193 0.274 5.977
H 1.881 -0.340 4.726
H -1.561 1.073 6.945
H 0.522 -0.307 6.830
Si 4.915 0.347 -5.666
Cl 6.276 1.625 -4.771
C 3.488 1.396 -6.289
C 4.363 -0.880 -4.371
C 5.801 -0.507 -7.092
H 3.012 1.924 -5.453
H 2.733 0.763 -6.774
H 3.839 2.139 -7.017
H 6.161 0.227 -7.825
H 5.121 -1.201 -7.605
H 6.664 -1.078 -6.725
H 3.876 -0.366 -3.525
H 5.218 -1.455 -3.991
H 3.635 -1.586 -4.798
N -2.229 -0.269 1.897
C -3.093 -1.366 1.911
C -4.480 -1.155 1.918
C -5.324 -2.252 2.063
C -4.801 -3.549 2.165
C -3.415 -3.746 2.130
C -2.550 -2.660 2.002
H -1.532 -0.272 2.639
H -2.638 0.654 1.780
H -4.871 -0.134 1.867
H -6.399 -2.088 2.101
H -5.475 -4.400 2.279
H -3.004 -4.753 2.213
H -1.463 -2.808 1.982
```

## Properties
**E_LUMO**: 2.155 eV
**Relative energy (zero: lowest compared OMol25 entry of this formula, charge and spin)**: 43.7 kcal/mol
**Net charge**: -1
**E_tot**: -3102.3165 Eh
**Orbital gap**: 0.2236 Eh
**HOMO energy**: -3.93 eV